Record 1
Molecular formula: C27H66FIN4Nb
Method: DFT, ωB97M-V/def2-TZVPD

Structure (XYZ):
```
100
C27H66FIN4Nb, DFT ωB97M-V/def2-TZVPD
C -3.022 -1.698 3.265
C -2.882 -1.091 2.237
C -2.761 -0.381 0.993
Nb -0.795 -0.744 -0.088
F 0.790 -1.145 -1.001
I 0.175 1.646 1.018
H -2.934 -2.366 4.074
H -2.871 0.680 1.191
H -3.563 -0.702 0.334
H -1.564 0.108 -1.551
H -1.587 -2.235 -0.686
H -0.292 -1.693 1.409
C -2.815 -4.964 1.456
C -2.114 -6.311 1.410
N -2.357 -7.035 0.172
C -1.902 -8.407 0.207
C -0.395 -8.677 0.346
C -2.063 -6.291 -1.042
C -0.641 -5.739 -1.228
H -3.889 -5.072 1.298
H -2.660 -4.496 2.426
H -2.416 -4.276 0.713
H -2.477 -6.941 2.227
H -1.040 -6.147 1.602
H -2.268 -8.904 -0.697
H -2.414 -8.892 1.045
H 0.145 -8.473 -0.578
H -0.232 -9.728 0.595
H 0.050 -8.077 1.140
H -2.757 -5.452 -1.094
H -2.322 -6.936 -1.886
H -0.267 -5.273 -0.316
H -0.646 -4.969 -1.999
H 0.067 -6.509 -1.535
C 6.576 -4.142 -2.234
C 5.504 -3.081 -2.038
N 5.863 -2.088 -1.045
C 4.744 -1.243 -0.651
C 4.125 -0.314 -1.700
C 7.126 -1.413 -1.265
C 7.322 -0.655 -2.589
H 6.828 -4.616 -1.285
H 6.211 -4.911 -2.916
H 7.490 -3.733 -2.667
H 4.590 -3.563 -1.685
H 5.257 -2.644 -3.020
H 5.064 -0.650 0.210
H 3.959 -1.905 -0.279
H 4.755 0.553 -1.905
H 3.171 0.053 -1.324
H 3.926 -0.828 -2.640
H 7.925 -2.154 -1.178
H 7.275 -0.728 -0.428
H 6.966 -1.235 -3.441
H 8.385 -0.458 -2.746
H 6.806 0.303 -2.597
C -3.306 6.478 5.721
C -2.557 5.155 5.783
N -2.756 4.336 4.606
C -2.281 2.971 4.761
C -0.779 2.750 4.969
C -2.441 4.968 3.336
C -1.015 5.498 3.120
H -4.367 6.311 5.537
H -3.198 7.006 6.670
H -2.920 7.132 4.939
H -2.929 4.579 6.634
H -1.494 5.363 5.995
H -2.602 2.407 3.883
H -2.819 2.532 5.608
H -0.225 2.910 4.047
H -0.605 1.717 5.273
H -0.361 3.395 5.744
H -3.140 5.795 3.190
H -2.677 4.247 2.551
H -0.649 6.043 3.993
H -1.006 6.188 2.274
H -0.309 4.700 2.895
C -2.298 5.224 -5.599
C -1.450 5.379 -4.345
N -1.964 4.632 -3.218
C -1.331 4.978 -1.959
C 0.159 4.660 -1.790
C -2.172 3.208 -3.447
C -0.968 2.364 -3.890
H -3.336 5.490 -5.396
H -1.919 5.882 -6.383
H -2.274 4.206 -5.986
H -1.443 6.433 -4.052
H -0.405 5.125 -4.596
H -1.887 4.479 -1.161
H -1.482 6.053 -1.803
H 0.315 3.593 -1.650
H 0.541 5.160 -0.898
H 0.758 4.997 -2.637
H -2.961 3.104 -4.195
H -2.585 2.786 -2.529
H -0.387 2.867 -4.667
H -1.319 1.416 -4.298
H -0.305 2.124 -3.063
```

Summary:
Total charge = -1
HOMO energy = -5.3 eV
Energy = -1741.76304 a.u.
Orbital gap = 7.11 eV
E_LUMO = 1.810 eV

***

Record 2
Molecular formula: C27H66O21P4
Method: DFT, ωB97M-V/def2-TZVPD

Structure (XYZ):
```
118
C27H66O21P4, DFT ωB97M-V/def2-TZVPD
C -1.459 -2.927 1.590
C -1.526 -4.283 1.052
O -2.050 -4.409 -0.120
C -1.396 -5.413 1.928
H -2.138 -2.890 2.354
H -1.676 -2.342 0.985
H -0.382 -2.616 1.861
H -0.362 -5.490 2.359
H -1.615 -6.477 1.557
H -1.823 -5.196 2.832
C 2.983 4.579 -0.454
C 1.804 5.128 0.095
O 1.857 5.528 1.230
C 0.584 5.262 -0.689
H 3.636 4.567 0.203
H 3.175 5.248 -1.375
H 2.678 3.685 -1.022
H 0.732 5.825 -1.560
H 0.006 6.012 -0.181
H 0.020 4.259 -0.747
C 4.147 0.469 -3.311
C 5.051 0.213 -2.035
O 5.678 1.064 -1.498
C 5.179 -1.277 -1.558
H 4.758 1.018 -4.268
H 3.451 1.185 -3.014
H 3.606 -0.476 -3.832
H 5.651 -1.278 -0.481
H 5.966 -1.576 -2.364
H 3.983 -1.597 -1.651
C -3.704 0.356 2.957
C -4.492 1.637 3.264
O -5.427 1.587 3.966
C -4.241 2.895 2.572
H -3.958 -0.071 1.932
H -3.690 -0.262 3.662
H -2.602 0.672 2.970
H -4.238 2.805 1.447
H -3.181 3.143 2.754
H -4.837 3.546 2.881
C -2.416 -2.893 -3.639
C -1.440 -2.393 -4.761
O -0.290 -2.213 -4.601
C -2.117 -2.216 -6.224
H -1.874 -3.462 -2.754
H -3.417 -3.468 -3.783
H -2.986 -1.780 -3.072
H -1.322 -1.742 -6.710
H -2.800 -1.401 -6.001
H -2.535 -2.978 -6.566
C 2.665 -4.160 -0.420
O 3.105 -3.180 0.512
P 3.183 -3.614 2.024
O 4.061 -4.822 2.175
O 3.888 -2.430 2.975
C 5.290 -2.345 3.081
O 1.792 -4.072 2.728
C 1.743 -4.632 4.052
H 1.589 -4.149 -0.322
H 2.991 -5.168 -0.336
H 2.924 -3.709 -1.380
H 5.618 -2.427 2.082
H 5.753 -3.104 3.534
H 5.511 -1.357 3.533
H 2.333 -3.927 4.728
H 2.138 -5.579 4.053
H 0.758 -4.775 4.299
C 0.409 1.237 -4.676
O -0.307 1.731 -3.501
P -0.383 0.976 -2.145
O -1.690 0.259 -1.961
O 0.881 -0.033 -2.164
C 0.778 -1.146 -1.122
O -0.008 1.879 -0.738
C -0.833 1.645 0.374
H 0.168 1.856 -5.552
H -0.014 0.411 -5.025
H 1.461 0.734 -4.780
H 1.198 -0.813 -0.207
H 1.290 -2.005 -1.698
H -0.281 -1.357 -0.835
H -0.675 0.655 0.747
H -1.913 1.759 0.116
H -0.375 1.960 1.247
C -3.831 5.243 -0.257
O -4.235 4.780 -1.584
P -3.858 3.247 -2.046
O -2.323 3.187 -2.144
O -4.334 2.282 -0.767
C -4.842 1.041 -1.089
O -4.409 2.659 -3.470
C -3.528 2.098 -4.361
H -4.753 4.978 0.225
H -3.448 6.259 -0.254
H -3.119 4.507 0.175
H -4.859 0.486 -0.266
H -4.206 0.445 -1.625
H -5.947 1.059 -1.405
H -2.792 3.025 -4.753
H -3.965 1.664 -5.168
H -2.942 1.314 -4.029
C 0.189 -1.500 4.877
O 1.396 -0.798 4.748
P 1.652 -0.127 3.400
O 1.436 -1.114 2.324
O 0.452 0.999 3.306
C 0.497 2.249 3.909
O 3.005 0.699 3.239
C 3.297 1.111 1.865
H 0.191 -2.408 4.108
H -0.703 -0.961 4.584
H -0.056 -1.842 5.899
H 0.484 2.259 4.904
H -0.370 2.818 3.449
H 1.421 2.813 3.770
H 4.360 1.761 1.813
H 2.426 1.571 1.535
H 3.753 0.287 1.494
```

Summary:
HOMO energy = -9.3 eV
Energy = -4013.56236 a.u.
Relative energy (zero: lowest compared OMol25 entry of this formula, charge and spin) = 84.1 kcal per mole
Orbital gap = 9.66 eV
E_LUMO = 0.398 eV

***

Record 3
Molecular formula: C27H67MnO34S8V
Method: DFT, ωB97M-V/def2-TZVPD

Structure (XYZ):
```
138
C27H67MnO34S8V, DFT ωB97M-V/def2-TZVPD
O 0.634 -0.187 -0.166
V -0.491 0.908 -0.193
Mn -4.239 0.698 1.997
O -0.483 -0.094 3.876
C -1.217 0.526 3.058
O -2.473 0.453 3.162
O -0.762 0.971 2.026
H -1.255 -0.480 4.297
O -2.832 4.575 0.466
C -2.836 3.212 0.519
O -1.915 2.665 -0.151
O -3.762 2.542 1.100
H -3.637 4.632 0.986
O -3.604 -2.031 -1.199
C -3.112 -1.084 -0.475
O -2.163 -0.459 -0.837
O -3.691 -0.856 0.596
H -4.451 -2.218 -0.789
O 1.674 -4.978 1.769
S 0.628 -4.046 2.323
O -0.119 -3.054 1.498
O -0.601 -4.984 3.106
C -0.315 -6.053 3.966
C -0.670 -7.256 3.199
C 1.271 -3.223 3.786
H -0.955 -6.075 4.849
H 0.699 -6.019 4.365
H -0.370 -8.104 3.814
H -0.019 -7.232 2.325
H -1.737 -7.235 2.978
H 2.174 -2.743 3.409
H 1.597 -3.870 4.601
H 0.657 -2.368 4.069
O 1.035 2.518 0.080
S 1.767 3.761 0.265
O 2.532 4.185 1.475
O 2.833 3.778 -1.047
C 3.821 4.865 -1.186
C 3.967 5.414 -2.557
C 0.711 5.122 -0.443
H 4.778 4.586 -0.744
H 3.626 5.528 -0.344
H 2.937 5.209 -2.847
H 4.703 4.726 -2.974
H 4.245 6.466 -2.484
H 1.218 6.083 -0.347
H -0.271 5.279 0.004
H 0.753 5.103 -1.532
O -8.427 1.100 0.475
S -7.106 1.399 0.003
O -5.921 0.835 0.597
O -7.055 0.953 -1.531
C -5.831 0.989 -2.284
C -6.013 1.700 -3.629
C -6.956 3.172 -0.207
H -5.477 -0.002 -2.568
H -5.038 1.466 -1.709
H -6.730 1.198 -4.278
H -5.139 1.815 -4.271
H -6.396 2.711 -3.492
H -7.290 3.431 -1.211
H -5.943 3.473 0.058
H -7.757 3.521 0.446
O 2.305 0.519 -5.007
S 2.995 0.247 -3.720
O 2.173 0.083 -2.501
O 3.903 -1.125 -3.663
C 4.408 -1.586 -4.944
C 5.928 -1.595 -4.806
C 4.354 1.477 -3.307
H 4.033 -0.958 -5.752
H 4.112 -2.608 -5.182
H 6.177 -0.830 -4.071
H 6.653 -1.331 -5.575
H 6.329 -2.547 -4.458
H 3.876 2.434 -3.097
H 4.990 1.653 -4.175
H 4.992 1.168 -2.479
O 6.079 -2.320 0.548
S 4.704 -2.691 0.845
O 4.359 -3.724 1.851
O 3.717 -1.360 1.184
C 4.172 -0.349 2.056
C 2.891 0.247 2.724
C 3.933 -3.264 -0.751
H 4.802 0.413 1.596
H 4.755 -0.885 2.805
H 3.177 1.222 3.118
H 2.519 -0.421 3.502
H 2.004 0.451 2.126
H 2.899 -3.538 -0.543
H 4.606 -4.071 -1.042
H 3.981 -2.445 -1.469
O -1.348 -4.976 -3.472
S -2.110 -5.433 -2.271
O -3.482 -5.078 -1.925
O -1.972 -7.131 -2.241
C -2.581 -7.835 -1.209
C -1.491 -8.376 -0.276
C -1.125 -4.913 -0.872
H -3.090 -8.669 -1.691
H -3.386 -7.305 -0.699
H -0.786 -8.850 -0.959
H -1.863 -9.081 0.467
H -0.888 -7.592 0.181
H -0.912 -3.845 -0.932
H -0.305 -5.621 -0.994
H -1.760 -5.074 -0.001
O -1.087 3.709 4.926
S 0.191 4.414 4.749
O 0.120 5.525 3.747
O 0.839 4.955 6.166
C 1.624 6.052 6.396
C 2.254 6.089 7.829
C 1.470 3.064 4.313
H 0.985 6.926 6.272
H 2.398 6.030 5.629
H 2.734 7.025 8.112
H 2.873 5.210 8.010
H 1.526 6.078 8.640
H 1.259 2.584 3.358
H 1.604 2.277 5.056
H 2.339 3.642 3.998
O -0.392 1.470 -2.258
S -0.628 2.254 -3.494
O 0.370 3.086 -4.080
O -1.283 1.310 -4.706
C -2.097 0.168 -4.323
C -1.114 -1.067 -4.027
C -2.212 3.245 -3.233
H -2.775 -0.038 -5.151
H -2.664 0.453 -3.437
H -0.452 -0.958 -3.169
H -0.592 -1.290 -4.958
H -1.739 -1.941 -3.844
H -2.435 3.988 -3.999
H -2.082 3.869 -2.349
H -2.967 2.465 -3.133
```

Summary:
Total charge = +1
HOMO energy (spin up / spin down) = -12.2 / -12.2 eV
Energy = -8907.31492 a.u.
2S+1 = 7
Relative energy (zero: lowest compared OMol25 entry of this formula, charge and spin) = 0.0 kcal per mole
Orbital gap (spin up / spin down) = 9.34 / 9.14 eV
E_LUMO (spin up / spin down) = -2.845 / -3.053 eV

***

Record 4
Molecular formula: C27H67NO13
Method: DFT, ωB97M-V/def2-TZVPD

Structure (XYZ):
```
108
C27H67NO13, DFT ωB97M-V/def2-TZVPD
C 3.104 0.226 0.795
O 3.467 1.309 -0.130
C 3.878 0.829 -1.389
C 5.409 0.828 -1.255
O 6.045 1.015 -2.533
C 5.743 2.220 -3.290
H 2.118 -0.209 0.634
H 3.013 0.707 1.769
H 3.947 -0.457 0.898
H 3.550 1.437 -2.232
H 3.384 -0.133 -1.517
H 5.786 -0.127 -0.890
H 5.714 1.595 -0.544
H 5.782 3.125 -2.685
H 4.855 2.238 -3.921
H 6.551 2.217 -4.021
C 0.797 5.293 -4.838
O 0.205 4.151 -5.382
C 0.873 2.969 -5.145
C 2.201 2.628 -5.809
O 3.228 3.527 -5.478
C 4.186 3.752 -6.429
H 1.424 5.186 -3.953
H 0.151 6.164 -4.722
H 1.490 5.667 -5.591
H 0.176 2.201 -5.478
H 0.946 3.007 -4.058
H 2.040 2.869 -6.860
H 2.505 1.591 -5.664
H 5.033 4.322 -6.045
H 3.778 4.312 -7.270
H 4.636 2.891 -6.922
C -0.342 2.520 2.003
O -0.897 2.976 3.222
C -1.975 3.906 3.037
C -2.404 4.544 4.448
O -1.413 5.487 4.994
C -0.251 4.789 5.580
H 0.590 2.011 2.247
H 0.069 3.312 1.378
H -0.963 1.883 1.374
H -2.681 3.195 2.608
H -1.717 4.712 2.350
H -2.478 3.741 5.181
H -3.391 5.007 4.441
H 0.480 5.495 5.975
H 0.362 4.144 4.949
H -0.460 4.113 6.409
C -1.196 -0.002 -3.189
O -1.407 -0.812 -2.020
C -1.367 -0.066 -0.807
C -1.942 -0.953 0.391
O -1.082 -0.688 1.546
C -1.627 -0.774 2.852
H -1.936 0.789 -3.314
H -1.276 -0.633 -4.074
H -0.173 0.375 -3.189
H -1.959 0.831 -0.989
H -0.348 0.255 -0.588
H -1.958 -2.003 0.102
H -2.911 -0.544 0.679
H -1.964 0.253 2.995
H -0.724 -0.904 3.448
H -2.380 -1.543 3.025
C -3.292 -4.214 -8.021
O -1.988 -4.512 -7.491
C -1.604 -3.741 -6.358
C -0.323 -4.449 -5.786
O 0.235 -4.032 -4.606
C 1.128 -2.968 -4.743
H -3.296 -3.192 -8.400
H -4.128 -4.370 -7.340
H -3.428 -4.876 -8.876
H -2.406 -3.634 -5.627
H -1.353 -2.752 -6.742
H 0.485 -4.485 -6.517
H -0.672 -5.480 -5.734
H 0.627 -2.010 -4.880
H 1.910 -3.061 -5.498
H 1.598 -2.809 -3.773
C -3.733 1.981 7.931
O -3.480 0.581 8.152
C -4.279 -0.291 7.291
C -3.735 -1.733 7.309
O -2.739 -1.675 6.340
C -2.289 -3.001 5.886
H -4.781 2.246 8.073
H -3.645 2.333 6.903
H -3.114 2.618 8.563
H -4.411 0.074 6.273
H -5.288 -0.250 7.701
H -4.503 -2.418 6.950
H -3.492 -2.239 8.243
H -3.089 -3.468 5.312
H -1.961 -3.743 6.614
H -1.311 -2.939 5.408
C -0.293 -4.511 1.816
C -0.157 -4.973 3.210
O -1.099 -5.007 3.948
N 1.089 -5.296 3.580
C 1.715 -5.561 4.919
H -0.539 -5.302 1.108
H 0.653 -4.062 1.513
H -1.024 -3.713 1.681
H 1.826 -5.041 2.939
H 2.727 -5.162 4.844
H 2.026 -6.590 5.103
H 1.137 -5.039 5.681
```

Summary:
Total charge = +1
HOMO energy (spin up / spin down) = -10.6 / -10.6 eV
Energy = -2101.05342 a.u.
2S+1 = 2
Orbital gap (spin up / spin down) = 8.00 / 1.58 eV
E_LUMO (spin up / spin down) = -2.634 / -9.059 eV